(1)
Entry from the Open Molecules 2025 dataset: a structure of composition C28H40BF4LiO12 in a non-equilibrium geometry (ωB97M-V/def2-TZVPD).

```
86
Properties=species:S:1:pos:R:3
Li 7.961 10.441 33.477
B 6.309 8.581 34.347
F 5.984 9.848 33.752
F 7.582 8.800 34.877
F 5.314 8.302 35.263
F 6.435 7.673 33.308
C 6.912 12.105 31.087
O 7.910 11.080 31.347
H 7.295 13.185 31.305
H 5.960 11.663 31.758
H 6.707 12.225 30.103
H 8.156 10.778 30.467
C 2.927 7.266 37.048
O 3.965 6.327 36.574
H 2.542 7.743 36.190
H 3.274 8.056 37.672
H 2.205 6.574 37.633
H 4.673 6.886 36.142
C 6.806 12.863 34.866
O 8.003 12.008 34.709
H 6.956 13.869 35.295
H 6.229 12.268 35.504
H 6.006 13.050 34.129
H 8.552 12.514 35.143
C 10.677 9.911 34.474
O 9.772 9.306 33.511
H 10.603 9.751 35.509
H 10.780 10.912 34.223
H 11.664 9.552 34.221
H 9.971 8.328 33.733
C 6.888 9.773 40.112
C 7.092 10.951 40.645
C 6.834 12.123 39.920
C 6.325 12.142 38.594
C 6.158 10.885 38.089
C 6.221 9.678 38.850
O 6.051 8.514 38.134
O 7.100 13.308 40.464
H 7.156 8.797 40.469
H 7.262 11.068 41.681
H 6.257 12.954 37.824
H 5.811 10.779 36.972
H 6.014 8.832 37.279
H 7.489 13.325 41.317
C 10.090 6.206 33.622
C 9.324 5.843 34.757
C 9.871 5.409 35.905
C 11.320 5.238 35.975
C 12.067 5.559 34.859
C 11.482 6.108 33.627
O 12.349 6.299 32.604
O 9.017 5.109 37.005
H 9.517 6.471 32.699
H 8.295 5.905 34.670
H 11.776 4.846 36.893
H 13.147 5.328 34.815
H 12.087 6.463 31.621
H 9.469 4.469 37.613
C 3.612 6.772 28.103
C 3.124 7.979 28.513
C 3.220 8.421 29.860
C 3.919 7.646 30.768
C 4.328 6.396 30.425
C 4.252 5.982 29.015
O 4.926 4.941 28.617
O 2.794 9.597 30.159
H 3.554 6.333 27.064
H 2.762 8.496 27.938
H 3.982 8.085 31.709
H 4.767 5.704 31.197
H 5.804 4.849 28.838
H 2.974 9.680 30.923
C 2.104 12.849 34.469
C 1.289 12.027 33.637
C 1.477 10.722 33.457
C 2.646 10.166 34.048
C 3.467 10.918 34.987
C 3.144 12.240 35.167
O 3.663 12.993 36.273
O 0.603 9.885 32.737
H 1.845 13.840 34.846
H 0.343 12.470 33.579
H 2.766 9.079 33.869
H 4.264 10.394 35.468
H 3.221 13.867 36.496
H 0.052 10.217 32.110
```

ΔE to the lowest compared entry with this formula, charge and spin	0.00	kcal/mol
highest occupied orbital energy	-7.359	eV
LUMO	-0.09	eV
frontier orbital gap	7.27	eV

---

(2)
Entry from the Open Molecules 2025 dataset: an isolated molecule of C19H27FN4O in a non-equilibrium geometry (ωB97M-V/def2-TZVPD).

```
52
Properties=species:S:1:pos:R:3
C 3.333 -2.411 2.800
C 2.139 -2.459 3.252
C 1.598 -3.898 3.477
N 0.985 -1.993 2.442
C 0.889 -2.457 1.169
C 1.755 -1.552 -0.101
N 1.110 -0.277 0.037
C 1.349 0.619 -1.024
C 0.199 1.635 -1.117
C 0.658 2.911 -0.936
C -0.564 3.975 -0.926
F -0.446 5.002 -0.342
C -1.676 3.738 -1.362
C -1.902 2.233 -2.113
C -0.914 1.342 -1.717
N -1.131 0.142 -2.325
C -2.220 -0.664 -2.421
C -1.882 -1.781 -2.993
C -0.717 -1.725 -3.425
N -0.057 -0.509 -2.928
C 1.261 0.367 1.394
C 0.811 -0.734 2.471
C -0.641 -0.194 2.891
C -1.896 -0.886 1.952
O -1.756 -0.105 0.679
H 3.573 -2.856 1.774
H 3.606 -1.339 2.487
H 4.098 -2.780 3.534
H 1.856 -2.118 4.120
H 0.634 -4.248 3.520
H 2.185 -4.609 4.355
H 1.917 -4.708 2.509
H -0.100 -2.438 0.576
H 1.405 -3.319 0.944
H 2.763 -1.403 0.281
H 1.575 -2.025 -1.065
H 1.395 -0.021 -1.755
H 2.392 1.171 -0.614
H 1.252 3.418 -0.150
H -2.531 4.288 -1.579
H -3.026 2.013 -2.367
H -2.944 -0.200 -1.896
H -2.812 -2.702 -3.265
H -0.081 -2.416 -3.879
H 2.290 0.262 1.464
H 0.654 1.125 1.546
H 1.337 -0.301 3.413
H -1.064 -0.884 3.737
H -0.799 0.742 2.928
H -1.750 -1.942 1.582
H -2.926 -0.683 2.255
H -0.859 -0.317 0.358
```

ΔE to the lowest compared entry with this formula, charge and spin	436.89	kcal/mol
highest occupied orbital energy	-7.706	eV
LUMO	0.00	eV
SMILES string	CC(C)N1CCN(Cc2cc(F)ccc2-n2cccn2)C[C@H]1CCO
frontier orbital gap	7.71	eV

---

(3)
Entry from the Open Molecules 2025 dataset: a cluster of 2 separate species, C5H8Cl2N2O2S in total in a non-equilibrium geometry (ωB97M-V/def2-TZVPD).

```
20
Properties=species:S:1:pos:R:3
C -0.404 0.739 0.335
C 0.874 0.949 0.920
C 1.172 -0.345 1.514
C 1.874 2.028 0.543
C -1.910 -1.139 0.036
N -0.811 -0.560 0.612
N 0.131 -1.182 1.321
O 0.990 0.122 -2.040
O -0.381 -1.770 -2.364
S -0.037 -0.444 -2.859
Cl 0.052 -2.867 1.698
Cl -2.060 0.756 -2.340
H -0.929 1.312 -0.471
H 1.972 -0.656 2.114
H 2.453 2.283 1.343
H 1.333 2.946 0.320
H 2.452 1.671 -0.411
H -1.913 -2.219 0.148
H -2.856 -0.716 0.565
H -2.001 -0.907 -0.983
```

ΔE to the lowest compared entry with this formula, charge and spin	7.80	kcal/mol
highest occupied orbital energy	-8.656	eV
LUMO	-1.10	eV
frontier orbital gap	7.55	eV

---

(4)
Entry from the Open Molecules 2025 dataset: a cluster of 2 separate species, C4H8O2 in total in a non-equilibrium geometry (ωB97M-V/def2-TZVPD).

```
14
Properties=species:S:1:pos:R:3
C -2.087 -0.603 -0.457
C -0.744 -0.388 -1.143
O 0.274 -0.046 -0.267
C 2.112 1.129 0.619
C 1.648 0.188 1.528
O 1.385 -0.977 1.113
H -2.394 0.305 0.073
H -2.004 -1.414 0.274
H -2.866 -0.866 -1.182
H -0.452 -1.269 -1.740
H -0.810 0.445 -1.866
H 2.166 2.183 0.877
H 2.476 0.805 -0.347
H 1.299 0.509 2.519
```

ΔE to the lowest compared entry with this formula, charge and spin	132.02	kcal/mol
highest occupied orbital energy (alpha / beta)	-9.451 / -9.568	eV
LUMO (alpha / beta)	-0.74 / -1.26	eV
frontier orbital gap (alpha / beta)	8.72 / 8.31	eV

---

(5)
Entry from the Open Molecules 2025 dataset: a structure of composition C27H26PPd in a non-equilibrium geometry (ωB97M-V/def2-TZVPD).

```
55
Properties=species:S:1:pos:R:3
Pd -0.251 -0.099 -0.076
C -3.033 -2.067 0.330
C -2.182 -1.003 0.975
C -2.461 0.365 0.773
C -1.732 1.393 1.422
C -2.175 2.813 1.283
C -0.633 1.025 2.199
C -0.274 -0.316 2.380
C 0.877 -0.724 3.247
C -1.075 -1.331 1.761
H -2.589 -2.409 -0.606
H -4.030 -1.688 0.112
H -3.134 -2.932 0.984
H -3.289 0.612 0.118
H -2.333 3.084 0.238
H -1.490 3.507 1.765
H -3.148 2.918 1.772
H -0.040 1.788 2.691
H 1.650 -1.228 2.663
H 0.532 -1.437 3.997
H 1.318 0.129 3.757
H -0.835 -2.378 1.903
C -0.636 -3.152 -2.689
C 0.004 -3.650 -1.556
C 0.973 -2.890 -0.926
C 1.319 -1.621 -1.438
C 0.662 -1.129 -2.592
C -0.323 -1.892 -3.195
P 2.803 -0.833 -0.804
C 4.339 -1.418 -1.365
C 5.517 -0.724 -0.995
C 6.737 -1.213 -1.394
C 6.806 -2.401 -2.127
C 5.649 -3.110 -2.468
C 4.419 -2.637 -2.078
C 2.506 0.928 -1.051
C 3.241 1.713 -1.903
C 2.843 3.068 -2.147
C 1.692 3.609 -1.578
C 0.968 2.826 -0.699
C 1.268 1.442 -0.563
H -1.383 -3.755 -3.191
H -0.247 -4.631 -1.176
H 1.486 -3.271 -0.050
H 0.947 -0.173 -3.013
H -0.823 -1.528 -4.083
H 5.460 0.178 -0.396
H 7.646 -0.690 -1.129
H 7.773 -2.784 -2.428
H 5.727 -4.026 -3.037
H 3.516 -3.174 -2.340
H 4.105 1.314 -2.425
H 3.486 3.696 -2.754
H 1.426 4.642 -1.759
H 0.159 3.270 -0.131
```

ΔE to the lowest compared entry with this formula, charge and spin	3.51	kcal/mol
highest occupied orbital energy (alpha / beta)	-17.457 / -18.244	eV
LUMO (alpha / beta)	-9.15 / -12.88	eV
spin multiplicity	5
total charge	+3
<S²>	6.045
frontier orbital gap (alpha / beta)	8.31 / 5.36	eV

---

(6)
Entry from the Open Molecules 2025 dataset: a cluster of 6 separate species, C22H55F6N5O11S2 in total in a non-equilibrium geometry (ωB97M-V/def2-TZVPD).

```
101
Properties=species:S:1:pos:R:3
O 0.671 0.787 -0.896
H 1.122 1.627 -1.014
H 1.218 0.131 -1.334
H 0.563 0.534 0.023
C 2.581 3.392 1.636
F 3.581 3.510 2.620
F 1.517 2.622 2.045
F 2.131 4.632 1.346
S 3.360 2.486 0.057
O 4.711 3.078 0.017
O 3.386 1.053 0.310
N 2.070 2.916 -1.111
S 2.749 4.096 -1.830
O 3.022 5.321 -1.104
O 3.899 3.531 -2.606
C 1.320 4.489 -3.112
F 0.059 4.340 -2.597
F 1.527 5.826 -3.371
F 1.407 3.794 -4.271
C -2.259 -1.013 -3.353
C -1.212 -2.081 -2.981
C -1.816 -3.418 -2.631
O -2.432 -3.485 -1.379
C -3.415 -4.558 -1.191
N -0.348 -2.219 -4.175
H -1.652 -0.109 -3.402
H -2.972 -0.778 -2.563
H -2.812 -1.215 -4.271
H -0.471 -1.782 -2.240
H -1.029 -4.172 -2.624
H -2.557 -3.763 -3.353
H -4.392 -4.266 -1.575
H -3.486 -4.539 -0.104
H -3.016 -5.537 -1.460
H -0.110 -1.300 -4.520
H -0.930 -2.551 -4.930
C 0.217 2.298 5.788
C -0.102 0.856 5.591
C 1.078 -0.015 5.037
O 1.075 -0.020 3.595
C 2.156 -0.774 3.129
N -0.500 0.246 6.844
H 0.732 2.750 4.940
H 0.704 2.576 6.722
H -0.701 2.880 5.870
H -0.917 0.944 4.873
H 1.174 -1.019 5.449
H 1.997 0.501 5.314
H 2.211 -1.785 3.531
H 3.141 -0.372 3.368
H 2.034 -0.996 2.069
H -0.718 1.065 7.393
H 0.373 -0.074 7.239
C -4.064 -1.070 3.000
O -2.742 -0.930 3.438
C -1.754 -1.589 2.629
C -1.431 -0.825 1.341
N -0.688 0.433 1.592
C -1.506 1.563 1.924
C -2.019 2.219 0.614
O -3.194 1.649 0.267
C -3.576 1.958 -1.007
H -4.142 -1.074 1.913
H -4.642 -0.272 3.464
H -4.416 -2.077 3.223
H -2.112 -2.592 2.399
H -0.831 -1.709 3.197
H -2.299 -0.696 0.694
H -0.816 -1.482 0.725
H -0.108 0.244 2.397
H -0.879 2.198 2.550
H -2.340 1.316 2.581
H -1.148 2.232 -0.041
H -2.162 3.228 1.003
H -3.870 2.985 -1.226
H -4.413 1.265 -1.094
H -2.841 1.725 -1.777
C 0.235 0.825 -5.702
O 1.134 -0.013 -4.939
C 1.948 0.795 -4.008
C 2.821 -0.250 -3.348
N 1.872 -1.014 -2.485
C 2.658 -1.937 -1.693
C 1.820 -2.977 -0.968
O 1.537 -2.583 0.387
C 0.760 -3.529 1.167
H -0.659 0.244 -5.929
H 0.742 1.100 -6.627
H -0.182 1.615 -5.078
H 1.401 1.444 -3.323
H 2.598 1.558 -4.437
H 3.651 0.247 -2.846
H 3.152 -1.005 -4.061
H 1.188 -1.478 -3.066
H 3.190 -1.360 -0.936
H 3.485 -2.354 -2.268
H 2.202 -3.998 -1.000
H 0.900 -3.310 -1.448
H -0.275 -3.391 0.851
H 0.849 -3.207 2.204
H 1.029 -4.560 0.937
```

highest occupied orbital energy (alpha / beta)	0.237 / -5.190	eV
LUMO (alpha / beta)	1.95 / 1.95	eV
spin multiplicity	2
total charge	-1
<S²>	0.754
frontier orbital gap (alpha / beta)	1.72 / 7.14	eV

---

(7)
Entry from the Open Molecules 2025 dataset: a structure of composition C18H24CuN8O3PS in a non-equilibrium geometry (ωB97M-V/def2-TZVPD).

```
56
Properties=species:S:1:pos:R:3
Cu -0.958 0.287 1.366
C 1.345 4.961 0.266
N 0.901 3.809 1.034
C 0.964 3.689 2.392
C 0.460 2.457 2.693
N 0.104 1.835 1.533
C 0.373 2.673 0.539
P 0.159 2.342 -1.239
C -1.514 1.612 -1.084
N -2.149 1.449 0.081
C -3.467 1.255 -0.208
C -3.642 1.320 -1.556
N -2.414 1.568 -2.094
C -2.123 1.635 -3.511
C 1.390 0.989 -1.309
N 2.316 0.887 -0.369
C 3.221 -0.024 -0.821
C 2.846 -0.474 -2.056
N 1.696 0.193 -2.373
C 0.912 -0.006 -3.576
H 1.543 5.781 0.951
H 0.573 5.266 -0.437
H 2.254 4.727 -0.286
H 1.352 4.467 3.025
H 0.344 1.986 3.654
H -4.192 1.076 0.565
H -4.532 1.221 -2.153
H -2.892 2.209 -4.023
H -2.082 0.633 -3.937
H -1.165 2.129 -3.656
H 4.078 -0.304 -0.231
H 3.300 -1.177 -2.735
H 1.532 -0.480 -4.332
H 0.574 0.955 -3.959
H 0.047 -0.639 -3.371
C -2.281 -3.446 0.958
S -2.589 -1.754 0.461
O -3.969 -1.664 0.079
O -1.636 -1.399 -0.586
O -2.270 -0.967 1.710
H -2.031 -4.033 0.078
H -3.192 -3.812 1.423
H -1.460 -3.434 1.671
N 2.193 -4.960 2.135
C 1.690 -3.712 2.021
C 1.268 -2.978 3.142
C 0.706 -1.738 2.966
N 0.534 -1.165 1.767
C 0.988 -1.836 0.697
C 1.564 -3.081 0.774
H 2.329 -5.385 3.033
H 2.473 -5.474 1.321
H 1.385 -3.381 4.139
H 0.374 -1.162 3.821
H 0.870 -1.356 -0.259
H 1.901 -3.571 -0.130
```

ΔE to the lowest compared entry with this formula, charge and spin	13.95	kcal/mol
highest occupied orbital energy (alpha / beta)	-11.384 / -11.388	eV
LUMO (alpha / beta)	-2.00 / -3.28	eV
spin multiplicity	2
total charge	+1
<S²>	0.753
frontier orbital gap (alpha / beta)	9.38 / 8.11	eV

---

(8)
Entry from the Open Molecules 2025 dataset: an isolated molecule of C4H5NO in a non-equilibrium geometry (ωB97M-V/def2-TZVPD).

```
11
Properties=species:S:1:pos:R:3
N -2.072 1.395 1.353
C -1.215 1.125 0.627
C -0.099 0.755 -0.236
C 1.677 -0.839 0.719
O 1.246 -1.124 -0.485
C -0.118 -0.722 -0.717
H 0.018 1.453 -1.063
H 0.769 -0.738 1.383
H 0.844 0.892 0.332
H -0.794 -1.360 -0.134
H -0.342 -0.838 -1.783
```

ΔE to the lowest compared entry with this formula, charge and spin	100.03	kcal/mol
highest occupied orbital energy	-9.176	eV
LUMO	-0.15	eV
frontier orbital gap	9.02	eV

---

Number 1: DFT total energy -66003.84697 eV. Number 2: DFT total energy -30848.29415 eV. Number 3: DFT total energy -48266.76752 eV. Number 4: DFT total energy -8367.55691 eV. Number 5: DFT total energy -41158.15253 eV. Number 6: DFT total energy -91644.69585 eV. Number 7: DFT total energy -101878.63539 eV. Number 8: DFT total energy -7762.18880 eV.